{"formula": "C27H36CrFN2O3P", "method": "ωB97M-V with the def2-TZVPD basis set", "e_above_lowest_kj_mol": 107.4, "gap_ev": [7.6, 7.7], "energy_ha": -2871.39093, "multiplicity": 5, "species": ["Cr", "C", "C", "C", "C", "C", "C", "C", "C", "C", "C", "N", "C", "C", "C", "C", "C", "N", "H", "H", "H", "H", "H", "H", "H", "H", "H", "H", "H", "H", "H", "H", "H", "H", "H", "C", "C", "O", "P", "O", "C", "C", "O", "C", "C", "H", "H", "H", "H", "H", "H", "H", "H", "H", "H", "H", "H", "H", "H", "H", "F", "C", "C", "C", "C", "C", "C", "H", "H", "H", "H"], "positions_angstrom": [[0.2037, -0.5607, 0.2597], [4.3519, 0.8242, -3.8122], [4.0277, 1.3163, -2.3967], [4.1981, 0.2177, -1.3723], [5.4982, -0.0376, -0.9419], [5.7822, -1.0136, -0.0073], [4.7351, -1.7386, 0.5410], [3.4263, -1.4991, 0.1606], [2.3219, -2.3128, 0.7974], [1.7784, -3.3905, -0.1464], [3.1384, -0.5308, -0.8247], [1.7833, -0.2792, -1.0871], [1.3028, 0.0449, -2.2606], [-0.0520, 0.4286, -2.3335], [-0.8196, 1.0036, -3.3556], [-2.0532, 1.3050, -2.7845], [-1.9927, 0.8880, -1.4497], [-0.7954, 0.3627, -1.1692], [4.1981, 1.6114, -4.5516], [3.7352, -0.0321, -4.0893], [5.3915, 0.4993, -3.8640], [3.0216, 1.7354, -2.3586], [4.7134, 2.1281, -2.1451], [6.3022, 0.5666, -1.3480], [6.8020, -1.2002, 0.3022], [4.9350, -2.4952, 1.2910], [1.5021, -1.6596, 1.1481], [2.7143, -2.7868, 1.6961], [1.3620, -2.9510, -1.0529], [0.9959, -3.9734, 0.3389], [2.5917, -4.0589, -0.4324], [1.8988, -0.0136, -3.1655], [-0.4980, 1.1948, -4.3678], [-2.8979, 1.7620, -3.2744], [-2.7563, 0.9560, -0.6890], [-2.2732, 3.4659, 3.2261], [-1.0842, 3.8748, 2.3748], [0.0723, 3.0621, 2.6136], [0.2063, 1.6549, 1.7590], [1.8381, 1.5308, 1.7307], [2.6611, 2.4194, 0.9664], [3.1239, 3.6184, 1.7762], [-0.0177, 0.4954, 2.8721], [0.5527, 0.5520, 4.1960], [-0.5384, 0.4115, 5.2366], [-3.1307, 4.0907, 2.9734], [-2.0526, 3.5909, 4.2862], [-2.5280, 2.4218, 3.0376], [-0.7865, 4.8990, 2.6007], [-1.3587, 3.8227, 1.3156], [2.1263, 2.7449, 0.0658], [3.5198, 1.8248, 0.6540], [2.2728, 4.2004, 2.1216], [3.7628, 4.2496, 1.1568], [3.6913, 3.2866, 2.6460], [1.0975, 1.4855, 4.3266], [1.2601, -0.2748, 4.2766], [-1.2013, 1.2744, 5.2223], [-0.0850, 0.3348, 6.2256], [-1.1323, -0.4831, 5.0475], [-3.5117, -5.2148, 1.9706], [-2.7313, -4.1664, 1.6166], [-2.8239, -3.6552, 0.3392], [-2.0295, -2.5634, 0.0075], [-1.1313, -1.9672, 0.9044], [-1.0791, -2.5501, 2.1803], [-1.8692, -3.6312, 2.5517], [-3.5019, -4.1012, -0.3775], [-2.1257, -2.1589, -0.9967], [-0.4024, -2.1421, 2.9276], [-1.8286, -4.0641, 3.5438]], "mulliken_charge": [-0.622, -1.438, -1.380, 0.861, -0.394, -1.141, -0.831, 0.574, 1.107, -1.178, -0.178, 1.043, -0.037, -0.179, -1.068, -0.738, -0.929, 0.545, 0.400, 0.325, 0.399, 0.450, 0.631, 0.459, 0.401, 0.431, -1.342, 0.614, 0.208, 0.352, 0.378, 0.272, 0.512, 0.445, 0.609, -1.029, -0.341, -0.282, 0.462, -0.298, 0.168, -1.407, 0.081, -0.250, -1.203, 0.429, 0.249, 0.212, 0.332, 0.369, 0.282, -0.037, 0.239, 0.427, 0.306, 0.406, 0.325, 0.218, 0.404, 0.272, -0.353, 0.489, -0.973, -0.144, 0.104, 0.262, -0.884, 0.435, 0.347, 0.379, 0.442]}